No. 1
C23H41OsS3 as an isolated structure at a distorted geometry. Source: OMol25; level of theory: ωB97M-V/def2-TZVPD.

Calculated values
HOMO (alpha / beta)	-18.666 / -18.667	eV
maximum force	2.1	eV/A
net charge	+3
spin multiplicity	1
energy relative to the best compared isomer or geometry (same formula, charge and spin)	2.001	eV

Each line ends with the Löwdin charge.
CARTESIAN COORDINATES (ANGSTROEM)
Os (-0.2887, 0.4001, -0.6531)  0.95
C (-0.2691, -0.0361, 1.5215)  -0.15
C (1.0801, -0.0014, 1.0177)  -0.20
C (1.2486, -1.2723, 0.2562)  -0.13
C (0.1332, -2.0762, 0.5904)  0.10
C (-0.8154, -1.3524, 1.3559)  -0.14
C (-2.0289, -1.8899, 2.0020)  -0.54
C (-2.6109, -3.1075, 1.2773)  -0.01
C (-3.1023, -0.8191, 2.2154)  -0.02
C (-1.4737, -2.3551, 3.3913)  0.03
C (2.3350, -1.8785, -0.6060)  -0.53
C (3.1505, -2.8318, 0.3023)  0.01
C (1.6780, -2.7300, -1.7188)  -0.03
C (3.2565, -0.8797, -1.3100)  -0.03
C (2.0830, 1.0515, 1.4813)  -0.51
C (1.4899, 1.9115, 2.6090)  -0.03
C (2.4771, 2.0152, 0.3405)  -0.02
C (3.3271, 0.3507, 2.0481)  0.01
H (-0.6460, 0.6506, 2.2630)  0.12
H (0.0444, -3.1222, 0.3368)  0.15
H (-2.8617, -2.8753, 0.2397)  0.09
H (-3.5237, -3.4194, 1.7809)  0.11
H (-1.9317, -3.9608, 1.2889)  0.10
H (-3.4069, -0.3864, 1.2594)  0.05
H (-2.7630, -0.0215, 2.8778)  0.10
H (-3.9792, -1.2732, 2.6722)  0.11
H (-0.6950, -3.1100, 3.2779)  0.11
H (-2.3078, -2.7988, 3.9349)  0.12
H (-1.0797, -1.5180, 3.9680)  0.10
H (2.5223, -3.6182, 0.7227)  0.10
H (3.6366, -2.3074, 1.1226)  0.08
H (3.9224, -3.3074, -0.3024)  0.12
H (1.2065, -3.6347, -1.3373)  0.09
H (2.4423, -3.0537, -2.4223)  0.11
H (0.9339, -2.1478, -2.2723)  0.07
H (3.8875, -0.3203, -0.6251)  0.07
H (2.6784, -0.1869, -1.9289)  0.06
H (3.9300, -1.4221, -1.9711)  0.11
H (0.5917, 2.4488, 2.2975)  0.07
H (2.2254, 2.6601, 2.8996)  0.11
H (1.2728, 1.3150, 3.4960)  0.11
H (1.6387, 2.6655, 0.0821)  0.04
H (2.8380, 1.4983, -0.5487)  0.06
H (3.2837, 2.6599, 0.6916)  0.12
H (3.0533, -0.3556, 2.8334)  0.11
H (3.9901, 1.0982, 2.4828)  0.12
H (3.8960, -0.1750, 1.2873)  0.07
C (-2.8082, 2.8197, -0.2691)  -0.44
C (-3.3925, 1.9198, -1.3305)  -0.42
S (-2.6814, 0.2354, -1.3595)  0.92
C (-2.4351, 0.0217, -3.1630)  -0.43
C (-1.4497, 0.9819, -3.8032)  -0.41
S (0.1256, 1.1144, -2.8702)  0.86
C (0.3897, 2.9096, -2.7098)  -0.44
C (-0.6424, 3.6618, -1.8961)  -0.42
S (-0.9919, 2.9311, -0.2458)  0.96
H (-3.0780, 2.4964, 0.7366)  0.10
H (-3.1818, 3.8362, -0.4112)  0.12
H (-3.2830, 2.3358, -2.3295)  0.08
H (-4.4603, 1.7998, -1.1385)  0.12
H (-3.4169, 0.1267, -3.6290)  0.12
H (-2.1164, -1.0144, -3.2796)  0.10
H (-1.8433, 1.9890, -3.9282)  0.09
H (-1.1840, 0.6072, -4.7927)  0.11
H (0.4440, 3.3159, -3.7220)  0.12
H (1.3820, 2.9949, -2.2668)  0.08
H (-1.5938, 3.7727, -2.4132)  0.09
H (-0.2523, 4.6634, -1.7063)  0.11

Forces on atoms 1 to 2 (eV/Å):
Os -0.63 1.78 1.01
C 0.07 -0.31 0.81


No. 2
C25H18BN3O7PtS as an isolated structure at a distorted geometry. Source: OMol25; level of theory: ωB97M-V/def2-TZVPD.

Calculated values
HOMO	-8.097	eV
maximum force	1.1	eV/A
spin multiplicity	1
energy relative to the best compared isomer or geometry (same formula, charge and spin)	0.655	eV

Each line ends with the Löwdin charge.
CARTESIAN COORDINATES (ANGSTROEM)
Pt (-0.8136, -0.1447, -0.3806)  1.11
O (3.5042, 5.5902, -3.5264)  0.09
N (3.6682, 4.4041, -3.3511)  -0.33
O (4.6677, 3.7923, -3.6640)  0.08
C (2.6125, 3.6707, -2.5713)  -0.05
C (1.4666, 4.3471, -2.3860)  0.07
C (0.3615, 3.7503, -1.6900)  -0.12
C (-0.8142, 4.4883, -1.4868)  0.01
C (-1.8442, 3.9128, -0.7977)  -0.02
C (-1.6872, 2.5993, -0.3554)  -0.08
N (-0.5994, 1.8701, -0.5727)  -0.05
C (0.4650, 2.4397, -1.2207)  -0.09
C (1.7255, 1.7161, -1.4148)  -0.14
N (1.7974, 0.4759, -0.9185)  0.11
C (2.9162, -0.1964, -1.0000)  -0.10
C (4.0633, 0.3258, -1.6105)  -0.02
C (4.0096, 1.5819, -2.1512)  0.01
C (2.8138, 2.3283, -2.0700)  -0.06
H (1.3699, 5.3520, -2.7692)  0.13
H (-0.8855, 5.4986, -1.8681)  0.13
H (-2.7680, 4.4348, -0.5990)  0.12
H (-2.4741, 2.0975, 0.1896)  0.12
H (2.9084, -1.1981, -0.5834)  0.13
H (4.9727, -0.2568, -1.6598)  0.11
H (4.8755, 2.0004, -2.6342)  0.10
O (0.6700, 0.5147, 2.1937)  0.12
B (-0.4403, -0.0780, 1.5643)  -0.62
O (-1.3116, -0.5948, 2.5394)  0.14
C (-0.7227, -0.3257, 3.7473)  -0.21
C (-1.1752, -0.6330, 5.0091)  0.01
C (-0.3706, -0.2340, 6.0776)  -0.09
C (0.8279, 0.4391, 5.8699)  -0.09
C (1.2749, 0.7431, 4.5826)  0.00
C (0.4707, 0.3448, 3.5412)  -0.22
H (-2.1078, -1.1593, 5.1569)  0.12
H (-0.6868, -0.4552, 7.0882)  0.10
H (1.4279, 0.7333, 6.7205)  0.10
H (2.2055, 1.2648, 4.4072)  0.12
C (4.0664, -2.1569, -4.6337)  -0.05
C (2.6858, -2.1298, -4.0385)  -0.28
C (1.8609, -1.0244, -4.2036)  -0.05
C (0.5869, -0.9959, -3.6541)  -0.07
C (0.1253, -2.0892, -2.9400)  -0.29
C (0.9229, -3.2158, -2.7847)  -0.04
C (2.1968, -3.2248, -3.3253)  -0.03
S (-1.4784, -2.0541, -2.1857)  0.49
O (-2.2519, -3.1297, -2.7144)  -0.26
O (-1.9563, -0.6650, -2.3923)  -0.41
O (-1.2032, -2.1917, -0.7024)  -0.45
H (4.4236, -1.1491, -4.8458)  0.07
H (4.0747, -2.7151, -5.5720)  0.09
H (4.7777, -2.6401, -3.9626)  0.08
H (2.2223, -0.1675, -4.7610)  0.12
H (-0.0560, -0.1349, -3.7790)  0.11
H (0.5521, -4.0698, -2.2332)  0.12
H (2.8255, -4.0976, -3.1936)  0.12

Forces on atoms 1 to 2 (eV/Å):
Pt -0.79 0.06 0.13
O -0.14 -0.01 -0.29


No. 3
C20H53MnO21P4 as an isolated structure at a distorted geometry. Source: OMol25; level of theory: ωB97M-V/def2-TZVPD.

Calculated values
HOMO (alpha / beta)	-11.077 / -11.077	eV
maximum force	2.0	eV/A
net charge	+1
spin multiplicity	6
energy relative to the best compared isomer or geometry (same formula, charge and spin)	0.000	eV
⟨S²⟩	8.753

Each line ends with the Löwdin charge.
CARTESIAN COORDINATES (ANGSTROEM)
Mn (1.6016, 3.9060, 1.0844)  1.14
C (-1.3485, 1.2321, 0.2392)  0.02
C (-0.2272, 2.1861, 0.4902)  -0.68
O (0.9713, 1.7695, 0.4889)  -0.09
O (-0.4163, 3.4425, 0.5669)  -0.10
H (-2.1464, 1.2749, 0.9739)  0.09
H (-0.9338, 0.2538, 0.0106)  0.07
H (-1.8380, 1.5097, -0.7009)  0.07
C (-1.7086, 2.6769, 3.7379)  -0.04
O (-0.4808, 2.2076, 4.3476)  -0.19
P (0.8004, 3.1290, 4.4500)  0.39
O (1.3776, 3.5093, 3.1311)  -0.29
O (0.4126, 4.3777, 5.3328)  -0.18
C (-0.2248, 5.5279, 4.7233)  -0.06
O (1.7647, 2.3352, 5.3790)  -0.17
C (2.2324, 1.0407, 4.9090)  -0.04
H (-2.1337, 1.8035, 3.2504)  0.09
H (-1.4963, 3.3962, 2.9462)  0.07
H (-2.3611, 3.0645, 4.5131)  0.10
H (-0.3269, 5.4553, 3.6467)  0.08
H (0.4106, 6.3819, 4.9695)  0.10
H (-1.1371, 5.7075, 5.2863)  0.10
H (1.7477, 0.7226, 3.9859)  0.07
H (1.9710, 0.3358, 5.6936)  0.11
H (3.3071, 1.0416, 4.7531)  0.10
C (0.8596, 1.7473, -2.8169)  -0.04
O (1.0666, 3.1550, -3.0740)  -0.17
P (2.2287, 3.9772, -2.4400)  0.38
O (2.2133, 4.0323, -0.9528)  -0.29
O (2.0777, 5.3728, -3.1318)  -0.17
C (3.1034, 6.3639, -2.9373)  -0.06
O (3.5916, 3.3932, -2.9793)  -0.18
C (4.2197, 2.2643, -2.3591)  -0.07
H (1.2911, 1.1135, -3.5841)  0.11
H (-0.2154, 1.6209, -2.7129)  0.08
H (1.2739, 1.4945, -1.8382)  0.06
H (2.5925, 7.2391, -2.5482)  0.10
H (3.6231, 6.5718, -3.8697)  0.10
H (3.8905, 6.0510, -2.2478)  0.09
H (5.1332, 2.5143, -1.8216)  0.10
H (4.3929, 1.4822, -3.0915)  0.10
H (3.5694, 1.8438, -1.5836)  0.07
C (-2.7626, -0.0828, -3.7045)  -0.09
O (-3.9462, -0.8304, -3.4352)  -0.21
P (-4.7604, -0.5127, -2.1126)  0.37
O (-3.9365, -0.5563, -0.8969)  -0.24
O (-5.9866, -1.5035, -2.1306)  -0.19
C (-6.5633, -1.8819, -0.8695)  -0.07
O (-5.4463, 0.8951, -2.4371)  -0.19
C (-4.8677, 2.1014, -1.9864)  -0.12
H (-2.2199, 0.0752, -2.7659)  0.06
H (-3.0064, 0.8839, -4.1457)  0.09
H (-2.1316, -0.6773, -4.3581)  0.09
H (-7.3473, -1.1762, -0.6026)  0.09
H (-5.8132, -1.9187, -0.0810)  0.08
H (-6.9646, -2.8847, -0.9865)  0.09
H (-5.5943, 2.6225, -1.3681)  0.09
H (-4.5691, 2.7604, -2.8114)  0.09
H (-3.9148, 2.0393, -1.4510)  0.06
C (1.2923, -1.1264, 1.8583)  -0.09
O (1.8335, -1.9990, 2.8679)  -0.21
P (1.4629, -3.5357, 2.7749)  0.35
O (1.8871, -4.2335, 1.5590)  -0.22
O (2.1712, -4.0091, 4.1175)  -0.22
C (1.9170, -5.3586, 4.5830)  -0.07
O (-0.1107, -3.5615, 3.0211)  -0.20
C (-0.8465, -4.7663, 2.8440)  -0.10
H (2.1511, -0.5046, 1.6072)  0.09
H (0.4455, -0.5327, 2.1944)  0.08
H (1.0139, -1.6488, 0.9398)  0.07
H (2.8570, -5.7016, 5.0179)  0.09
H (1.6222, -6.0344, 3.7890)  0.09
H (1.2627, -5.2332, 5.4454)  0.09
H (-1.1788, -5.1460, 3.8088)  0.09
H (-0.3066, -5.5241, 2.2761)  0.09
H (-1.7437, -4.5676, 2.2539)  0.09
C (-0.4801, -4.9211, -3.8770)  -0.10
O (-1.4435, -4.6575, -2.8797)  -0.16
C (-1.7332, -3.2927, -2.6848)  -0.21
C (-1.2446, -2.7823, -1.3366)  -0.16
O (0.1447, -3.0208, -1.1954)  -0.12
C (0.9350, -2.0673, -1.8417)  -0.21
C (2.4024, -2.4038, -1.5897)  -0.17
O (3.1347, -1.1847, -1.7545)  -0.21
C (4.4308, -1.2765, -1.1997)  -0.11
H (-0.3249, -6.0013, -3.8499)  0.09
H (0.4942, -4.4808, -3.6442)  0.08
H (-0.8530, -4.6477, -4.8668)  0.09
H (-2.8019, -3.1592, -2.8675)  0.12
H (-1.2322, -2.6790, -3.4475)  0.10
H (-1.8411, -3.2895, -0.5741)  0.13
H (-1.4221, -1.7150, -1.1518)  0.10
H (0.7809, -1.0596, -1.4270)  0.11
H (0.7895, -2.0460, -2.9298)  0.12
H (2.8005, -3.1717, -2.2561)  0.13
H (2.5037, -2.7330, -0.5491)  0.11
H (4.8678, -2.2716, -1.2883)  0.09
H (4.4162, -1.0124, -0.1328)  0.09
H (5.0472, -0.5220, -1.6907)  0.07

Forces on atoms 1 to 2 (eV/Å):
Mn -0.94 -1.60 -0.88
C -0.05 0.15 -0.95


No. 4
C5H7NO as an isolated structure. Source: OMol25; level of theory: ωB97M-V/def2-TZVPD.

Calculated values
HOMO (alpha / beta)	-6.942 / -6.942	eV
maximum force	0.6	eV/A
spin multiplicity	1
energy relative to the best compared isomer or geometry (same formula, charge and spin)	3.296	eV

Each line ends with the Löwdin charge.
CARTESIAN COORDINATES (ANGSTROEM)
C (0.5251, -1.4196, -0.4042)  0.03
C (-0.3784, 0.2787, -0.9769)  -0.05
C (-0.9268, -0.4377, 0.1937)  -0.22
C (-0.5563, 0.2937, 1.3207)  -0.13
N (0.2217, 1.3407, 0.8883)  0.11
C (0.3671, 1.4300, -0.5202)  -0.50
O (1.0077, 2.2981, -1.1147)  -0.02
H (0.2054, -2.3481, 0.0939)  0.08
H (1.4121, -1.0120, 0.0788)  0.09
H (0.7133, -1.6556, -1.4541)  0.07
H (-0.6292, 0.0909, -2.0126)  0.13
H (-1.7770, -1.1118, 0.1477)  0.13
H (-0.7855, 0.1253, 2.3678)  0.11
H (0.6726, 2.0122, 1.5004)  0.16

Forces on atoms 1 to 2 (eV/Å):
C 0.22 -0.03 -0.11
C 0.15 -0.11 -0.01


What is the formula in the third record? C20H53MnO21P4